1.
Density functional theory data (wB97M-V/def2-TZVPD) for a gas-phase ion, C2H5O4S (charge -1).

Last column: Löwdin charge in e.
Cartesian coordinates (Å):
C: 0.89545 -0.15478 0.43566  -0.546
C: -0.11158 0.81850 -0.48095  -0.186
O: 0.61049 -1.49227 0.20987  -0.083
S: -2.08352 0.27126 -0.28928  0.695
H: -0.02417 1.86342 -0.15741  0.057
H: 2.40365 -0.11333 -0.68547  0.097
O: -2.39441 0.63948 1.13312  -0.594
H: 0.06224 0.73971 -1.48728  0.006
H: 0.70097 0.05083 1.52336  0.142
H: -0.37184 -1.33274 -0.13300  0.034
O: -1.95288 -1.26854 -0.34948  -0.587
O: 2.26559 -0.02155 0.28086  -0.035

As for the HOMO energy: -0.1432 Eh. For the gap between HOMO and LUMO, the calculation gives 0.28053 Ha. As for the energy relative to the best compared isomer or geometry (same formula, charge and spin): 165.4 kJ/mol. As for the total charge: -1.

2.
Density functional theory data (wB97M-V/def2-TZVPD) for 2 unconnected molecules or ions with the total composition C2H5O4S2.

Last column: Löwdin charge in e.
Cartesian coordinates (Å):
O: -1.73249 0.21659 1.50868  -0.338
O: 0.13686 1.13654 0.17273  -0.410
S: -0.16936 3.42724 -1.61020  0.385
H: -2.74554 -2.07712 -0.08831  0.073
H: -0.03433 2.40940 -0.61277  -0.206
O: -2.08056 0.55230 -0.85249  -0.318
C: -1.81301 -2.21216 0.41021  -0.089
H: -1.58156 -3.19739 0.42169  0.036
C: -0.86609 -1.42886 -0.38364  -0.603
H: -1.94441 -1.74270 1.45431  0.103
S: -1.11740 0.29766 0.19659  0.531
O: -0.46874 -1.60089 -1.47899  0.116
H: -0.75624 2.94685 -2.67197  -0.280

As for the HOMO energy (alpha / beta): -0.0819 / -0.1954 Eh. The spin multiplicity is 3. For the gap between HOMO and LUMO (alpha / beta), the calculation gives 0.21011 / 0.23712 Ha. As for the expectation value of S²: 2.01. As for the total charge: -1.

3.
Density functional theory data (wB97M-V/def2-TZVPD) for C2H5OP in the gas phase.

Last column: Löwdin charge in e.
Cartesian coordinates (Å):
H: 2.40441 0.11970 -0.01541  -0.116
P: 1.58418 0.99740 0.85572  0.773
H: -0.85842 -1.23902 0.37035  0.069
H: -0.70791 -1.17048 -1.53317  0.053
H: -2.00520 -0.34967 -0.65898  0.037
C: -0.98052 -0.65977 -0.60270  -0.040
O: -0.82438 1.72720 -0.12479  -0.055
C: -0.14220 0.73520 -0.09242  -0.609
H: 1.53005 -0.16055 1.80141  -0.112

As for the HOMO energy: -0.3405 Eh. For the gap between HOMO and LUMO, the calculation gives 0.36766 Ha. As for the energy relative to the best compared isomer or geometry (same formula, charge and spin): 143.5 kJ/mol. Its structure (SMILES) is CC(=O)P. As for the total charge: 0.

4.
Density functional theory data (wB97M-V/def2-TZVPD) for 2 unconnected molecules or ions with the total composition C2H5OP.

Last column: Löwdin charge in e.
Cartesian coordinates (Å):
C: 2.48581 0.09950 -0.73253  -0.298
H: -1.81906 0.58875 0.27806  -0.039
H: 3.12234 -0.19852 0.12356  0.000
O: 0.68137 -0.05825 1.20086  -0.478
C: -1.62061 1.15166 -0.57483  0.064
H: 2.97995 0.51493 -1.65624  -0.001
H: -1.53047 0.57443 -1.47071  -0.031
P: 0.95714 0.50442 -0.11763  0.735
H: -1.72400 2.29495 -0.53337  0.048

As for the HOMO energy (alpha / beta): -0.3174 / -0.3252 Eh. For the gap between HOMO and LUMO (alpha / beta), the calculation gives 0.24563 / 0.28541 Ha. As for the energy relative to the best compared isomer or geometry (same formula, charge and spin): 350.8 kJ/mol. As for the total charge: 0.

5.
Density functional theory data (wB97M-V/def2-TZVPD) for 2 unconnected molecules or ions with the total composition C2H5OP.

Last column: Löwdin charge in e.
Cartesian coordinates (Å):
H: 0.02394 0.51190 -0.71649  0.077
O: -1.13001 -0.41736 0.62840  -0.229
H: 3.83045 -0.37847 0.79802  -0.417
H: -1.71534 1.07628 -0.83947  0.068
H: -0.73113 -1.69650 -0.97023  0.001
C: -1.10381 -1.53981 0.06462  -0.037
C: -0.98243 0.82590 -0.12366  -0.066
P: 2.61104 0.01913 0.60708  0.546
H: -0.80269 1.59892 0.55172  0.058

As for the HOMO energy (alpha / beta): -0.2862 / -0.2862 Eh. For the gap between HOMO and LUMO (alpha / beta), the calculation gives 0.22592 / 0.22493 Ha. As for the energy relative to the best compared isomer or geometry (same formula, charge and spin): 685.9 kJ/mol. As for the total charge: 0.

6.
Density functional theory data (wB97M-V/def2-TZVPD) for C2H5OP in the gas phase.

Last column: Löwdin charge in e.
Cartesian coordinates (Å):
H: 0.54736 -1.14479 1.22179  0.066
H: 0.22004 1.35878 1.10087  0.091
P: -0.95196 0.00320 -0.43582  0.618
C: 0.51466 -0.80531 0.19688  -0.259
H: 1.28837 1.27260 -0.32331  0.043
H: -1.11364 -0.10392 -1.76653  0.014
H: 1.14928 -1.37532 -0.53824  0.086
O: -2.16922 0.01123 0.34758  -0.390
C: 0.51510 0.78354 0.19677  -0.269

As for the HOMO energy: -0.3538 Eh. For the gap between HOMO and LUMO, the calculation gives 0.39647 Ha. As for the energy relative to the best compared isomer or geometry (same formula, charge and spin): 77.1 kJ/mol. Its structure (SMILES) is O=[PH]1CC1. As for the total charge: 0.

7.
Density functional theory data (wB97M-V/def2-TZVPD) for a molecular structure, C2H5OPS.

Last column: Löwdin charge in e.
Cartesian coordinates (Å):
C: 1.17625 0.83375 -0.06639  -0.688
H: -2.76493 -0.49037 -0.06410  0.136
C: -0.75602 -0.33449 0.03750  -1.040
S: -0.55631 1.31570 -0.37717  0.824
H: 1.90943 1.22811 -0.94295  0.102
H: 0.71604 -1.24324 -1.46461  -0.083
P: 0.87883 -1.03169 -0.09532  0.788
H: -0.09434 -0.28125 2.06814  0.052
H: 1.40289 0.98215 0.93389  -0.043
O: -1.91184 -0.97865 -0.02900  -0.048

As for the HOMO energy (alpha / beta): -0.2751 / -0.2760 Eh. For the gap between HOMO and LUMO (alpha / beta), the calculation gives 0.27548 / 0.27649 Ha. As for the energy relative to the best compared isomer or geometry (same formula, charge and spin): 457.1 kJ/mol. As for the total charge: 0.

8.
Density functional theory data (wB97M-V/def2-TZVPD) for C2H5OPS in the gas phase.

Last column: Löwdin charge in e.
Cartesian coordinates (Å):
S: -1.26056 -1.88725 -0.69910  0.540
C: 0.38197 -1.54429 0.12562  -0.790
O: 1.56186 -2.00640 -0.47545  -0.120
C: -0.67137 1.58186 0.53915  -0.321
H: -1.53260 2.12711 0.05715  -0.029
H: -0.02524 0.24265 -1.55940  -0.050
P: -0.43640 0.03569 -0.34310  0.606
H: -0.79583 1.41602 1.68398  -0.003
H: 0.31522 -1.79255 1.12089  0.042
H: 1.45477 -2.42639 -1.38384  0.124

As for the HOMO energy: -0.3027 Eh. For the gap between HOMO and LUMO, the calculation gives 0.31875 Ha. As for the energy relative to the best compared isomer or geometry (same formula, charge and spin): 278.0 kJ/mol. Its structure (SMILES) is C=[P@@H]1S[C@H]1O. As for the total charge: 0.

Please write out number 8 again, unchanged.
Density functional theory data (wB97M-V/def2-TZVPD) for C2H5OPS in the gas phase.

Last column: Löwdin charge in e.
Cartesian coordinates (Å):
S: -1.26056 -1.88725 -0.69910  0.540
C: 0.38197 -1.54429 0.12562  -0.790
O: 1.56186 -2.00640 -0.47545  -0.120
C: -0.67137 1.58186 0.53915  -0.321
H: -1.53260 2.12711 0.05715  -0.029
H: -0.02524 0.24265 -1.55940  -0.050
P: -0.43640 0.03569 -0.34310  0.606
H: -0.79583 1.41602 1.68398  -0.003
H: 0.31522 -1.79255 1.12089  0.042
H: 1.45477 -2.42639 -1.38384  0.124

As for the HOMO energy: -0.3027 Eh. For the gap between HOMO and LUMO, the calculation gives 0.31875 Ha. As for the energy relative to the best compared isomer or geometry (same formula, charge and spin): 278.0 kJ/mol. Its structure (SMILES) is C=[P@@H]1S[C@H]1O. As for the total charge: 0.